[1]
{
  "formula": "C2H3IO",
  "method": "ωB97M-V with the def2-TZVPD basis set",
  "gap_ev": [10.77, 4.95],
  "total_charge": 0,
  "spin_multiplicity": 1,
  "e_homo_ev": [-10.5, -8.4],
  "species": ["C", "C", "O", "I", "H", "H", "H"],
  "coordinates": [[-0.466, 0.412, -0.135], [-1.338, -0.738, -0.258], [-1.283, -0.127, 0.907], [4.454, 0.714, 0.191], [0.553, 0.251, 0.266], [-0.896, 1.221, -0.644], [-1.025, -1.734, -0.327]],
  "mulliken_charge": [-0.10, -0.23, -0.30, -0.01, 0.21, 0.22, 0.21]
}



[2]
{
  "formula": "C2H3N3O",
  "method": "ωB97M-V with the def2-TZVPD basis set",
  "gap_ev": 10.19,
  "total_charge": 0,
  "spin_multiplicity": 1,
  "smiles": "Oc1ncn[nH]1",
  "e_homo_ev": -9.6,
  "species": ["O", "C", "N", "C", "N", "N", "H", "H", "H"],
  "coordinates": [[-1.851, -0.609, -0.250], [-0.685, -0.181, -0.002], [-0.075, 0.159, 1.060], [1.215, 0.464, 0.669], [1.359, 0.292, -0.595], [0.081, 0.095, -1.044], [-2.001, -0.940, 0.769], [2.123, 0.604, 1.380], [-0.166, 0.115, -1.987]],
  "mulliken_charge": [-0.49, 0.59, -0.61, 0.04, -0.60, 0.16, 0.42, 0.31, 0.19]
}



[3]
{
  "formula": "C14H20N6O2S2",
  "method": "ωB97M-V with the def2-TZVPD basis set",
  "gap_ev": 9.09,
  "total_charge": 0,
  "spin_multiplicity": 1,
  "smiles": "CCc1nnc(NC(=O)CSc2nnc(C)n2C[C@H]2CCCO2)s1",
  "e_homo_ev": -8.7,
  "species": ["C", "C", "C", "N", "N", "C", "N", "C", "O", "C", "S", "C", "N", "N", "C", "C", "N", "C", "C", "C", "C", "C", "O", "S", "H", "H", "H", "H", "H", "H", "H", "H", "H", "H", "H", "H", "H", "H", "H", "H", "H", "H", "H", "H"],
  "coordinates": [[-0.840, -4.540, 5.133], [0.144, -3.838, 4.206], [-0.491, -3.462, 2.919], [-1.715, -3.662, 2.607], [-2.063, -3.249, 1.398], [-1.103, -2.713, 0.738], [-1.146, -2.206, -0.527], [-2.281, -2.039, -1.273], [-3.399, -2.307, -0.926], [-1.969, -1.454, -2.650], [-1.628, 0.336, -2.582], [0.069, 0.316, -2.192], [0.748, -0.726, -1.783], [2.034, -0.355, -1.655], [2.134, 0.899, -1.984], [3.387, 1.680, -2.023], [0.897, 1.391, -2.335], [0.549, 2.727, -2.728], [0.302, 3.667, -1.526], [-0.920, 3.286, -0.675], [-0.430, 3.513, 0.754], [1.052, 3.181, 0.614], [1.427, 3.682, -0.658], [0.428, -2.668, 1.632], [-1.685, -3.891, 5.345], [-0.350, -4.803, 6.067], [-1.219, -5.443, 4.664], [0.999, -4.487, 3.997], [0.535, -2.933, 4.682], [-0.258, -1.848, -0.925], [-1.108, -1.934, -3.111], [-2.853, -1.547, -3.279], [3.272, 2.606, -1.464], [3.644, 1.923, -3.055], [4.182, 1.080, -1.593], [-0.358, 2.685, -3.338], [1.373, 3.130, -3.322], [0.194, 4.681, -1.937], [-1.790, 3.886, -0.928], [-1.174, 2.236, -0.820], [-0.934, 2.882, 1.481], [-0.553, 4.558, 1.039], [1.687, 3.663, 1.357], [1.215, 2.094, 0.656]],
  "mulliken_charge": [-1.28, -0.13, 0.24, -0.39, -0.33, 0.50, 0.09, 0.58, -0.57, -0.89, -0.10, 0.46, -0.19, -1.19, 1.00, -1.29, 0.36, -1.39, 0.17, -0.13, -0.75, -0.34, -0.46, -0.24, 0.30, 0.40, 0.31, 0.28, 0.28, 0.16, 0.45, 0.41, 0.26, 0.31, 0.36, 0.43, 0.44, 0.40, 0.41, -0.11, 0.39, 0.29, 0.36, 0.16]
}



[4]
{
  "formula": "C2H7S",
  "method": "ωB97M-V with the def2-TZVPD basis set",
  "gap_ev": 4.95,
  "total_charge": -1,
  "spin_multiplicity": 1,
  "e_homo_ev": -1.9,
  "species": ["C", "H", "H", "H", "H", "C", "S", "H", "H", "H"],
  "coordinates": [[3.133, -2.566, -0.438], [3.645, -3.527, -0.490], [2.084, -2.723, -0.684], [3.261, -2.097, 0.533], [3.539, -1.923, -1.215], [-3.128, 2.615, 0.548], [-3.257, 2.210, -1.208], [-3.609, 1.854, 1.181], [-3.561, 3.569, 0.842], [-2.107, 2.589, 0.932]],
  "mulliken_charge": [-0.89, 0.22, 0.24, 0.21, 0.22, -0.79, -0.78, 0.18, 0.20, 0.19]
}



[5]
{
  "formula": "C4H4N2O",
  "method": "ωB97M-V with the def2-TZVPD basis set",
  "gap_ev": 8.32,
  "total_charge": 0,
  "spin_multiplicity": 1,
  "smiles": "N=C=C/N=C\\C=O",
  "e_homo_ev": -8.3,
  "species": ["N", "C", "C", "N", "C", "C", "O", "H", "H", "H", "H"],
  "coordinates": [[2.338, 0.258, 0.020], [1.529, -0.603, 0.027], [0.627, -1.618, 0.033], [-0.564, -1.069, 0.008], [-1.466, -0.174, -0.018], [-1.177, 1.255, -0.038], [-0.043, 1.710, -0.032], [2.285, 1.259, 0.005], [0.799, -2.696, 0.057], [-2.492, -0.550, -0.022], [-2.059, 1.922, -0.058]],
  "mulliken_charge": [-0.37, 0.54, -0.48, -0.32, -0.24, 0.02, -0.54, 0.34, 0.38, 0.36, 0.32]
}



[6]
{
  "formula": "C18H44N2O4PSi2",
  "method": "ωB97M-V with the def2-TZVPD basis set",
  "gap_ev": 8.35,
  "total_charge": 1,
  "spin_multiplicity": 1,
  "e_homo_ev": -10.8,
  "species": ["C", "C", "Si", "C", "C", "C", "C", "C", "N", "O", "Si", "C", "C", "C", "P", "O", "O", "O", "H", "H", "H", "H", "H", "H", "H", "H", "H", "H", "H", "H", "H", "H", "H", "H", "H", "H", "H", "H", "H", "H", "H", "H", "H", "H", "C", "C", "C", "N", "C", "C", "C", "C", "C", "H", "H", "H", "H", "H", "H", "H", "H", "H", "H", "H", "H", "H", "H", "H", "H", "H", "H"],
  "coordinates": [[1.663, -3.123, 4.665], [0.576, -3.354, 3.910], [0.448, -3.732, 2.088], [1.920, -3.187, 1.084], [3.273, -3.778, 1.564], [4.403, -2.723, 1.631], [5.136, -2.633, 2.988], [5.376, -1.176, 3.436], [4.397, -0.656, 4.392], [-0.947, -3.017, 1.538], [-1.184, -1.405, 1.286], [-2.996, -1.051, 1.503], [-3.519, -1.753, 2.776], [-0.172, -0.339, 2.477], [-0.521, 1.409, 2.347], [-1.518, 1.875, 3.310], [0.866, 2.223, 2.439], [-0.878, 1.674, 0.799], [2.562, -3.728, 4.596], [1.661, -2.329, 5.409], [-0.383, -3.200, 4.415], [0.304, -5.190, 1.862], [2.005, -2.100, 0.997], [1.711, -3.546, 0.072], [3.565, -4.548, 0.850], [3.168, -4.286, 2.525], [3.981, -1.735, 1.433], [5.132, -2.933, 0.848], [4.542, -3.125, 3.760], [6.092, -3.156, 2.925], [6.372, -1.067, 3.864], [5.344, -0.525, 2.558], [3.462, -0.763, 4.013], [4.433, -1.186, 5.255], [-0.739, -1.080, -0.093], [-3.483, -1.517, 0.640], [-3.200, 0.020, 1.532], [-4.433, -1.281, 3.134], [-3.745, -2.798, 2.570], [-2.790, -1.740, 3.589], [-0.430, -0.582, 3.510], [0.905, -0.480, 2.357], [1.272, 2.109, 3.305], [-0.555, 2.535, 0.516], [-2.324, 0.321, -2.584], [-2.613, 1.745, -2.114], [-2.855, 2.788, -3.194], [-1.667, 3.146, -4.077], [-0.380, 3.086, -3.329], [-1.625, 2.241, -5.296], [-2.478, 2.943, -6.330], [-2.083, 4.408, -6.153], [-1.851, 4.561, -4.649], [-1.420, 0.242, -3.190], [-2.181, -0.324, -1.719], [-3.157, -0.080, -3.164], [-1.833, 2.071, -1.429], [-3.527, 1.729, -1.517], [-3.166, 3.714, -2.716], [-3.655, 2.476, -3.867], [-0.174, 2.062, -3.033], [-0.447, 3.730, -2.455], [0.410, 3.438, -3.988], [-0.586, 2.177, -5.618], [-1.982, 1.255, -5.015], [-3.539, 2.797, -6.123], [-2.283, 2.572, -7.333], [-2.848, 5.093, -6.510], [-1.167, 4.628, -6.700], [-2.692, 5.026, -4.144], [-0.953, 5.128, -4.426]],
  "mulliken_charge": [-0.70, -0.29, 0.28, -0.57, -0.78, -0.65, -0.19, -0.96, -0.57, -0.65, 0.72, -0.45, -1.20, -0.09, 0.60, -0.70, -0.58, -0.28, 0.42, 0.25, 0.48, -0.31, 0.29, 0.35, 0.37, 0.43, 0.33, 0.35, 0.13, 0.36, 0.37, 0.39, 0.17, 0.29, -0.25, 0.34, 0.38, 0.35, 0.34, 0.23, 0.38, 0.06, 0.34, 0.25, -1.04, 0.13, -0.67, 0.49, -1.36, -0.50, -0.64, -0.59, -0.53, 0.26, -0.01, 0.38, -0.12, 0.53, 0.38, 0.24, 0.43, 0.43, 0.53, 0.41, 0.22, 0.27, 0.43, 0.35, 0.32, 0.31, 0.34]
}